P.
{"formula": "C2H3Cl3OSi", "method": "ωB97M-V/def2-TZVPD", "homo_energy_ev": -10.098, "e_lumo_ev": 0.22, "orbital_gap_ev": 10.3, "symbols": ["C", "C", "O", "Si", "Cl", "Cl", "Cl", "H", "H", "H"], "coordinates": [[0.074, 1.753, -1.665], [0.119, 0.422, 0.678], [-0.407, 2.376, -2.487], [0.094, -1.414, 0.096], [1.627, 1.232, 0.786], [-1.240, 1.383, 0.049], [-0.449, -0.047, 2.434], [0.981, -2.394, 0.852], [0.412, -1.343, -1.347], [-1.212, -1.969, 0.603]], "mulliken_charge": [0.0331, 0.2988, -0.1745, 0.4773, -0.0771, -0.0847, -0.1996, -0.0877, -0.1047, -0.0809]}


Q.
{"formula": "C2H3Cl3OSi", "method": "ωB97M-V/def2-TZVPD", "homo_energy_ev": -10.241, "e_lumo_ev": 0.41, "smiles": "Cl[Si](Cl)(Cl)[C@H]1CO1", "orbital_gap_ev": 10.6, "symbols": ["C", "C", "O", "Si", "Cl", "Cl", "Cl", "H", "H", "H"], "coordinates": [[1.532, 0.398, -0.446], [0.314, -0.427, -0.143], [1.403, -0.279, 0.760], [-1.473, -0.049, 0.416], [-2.299, -1.245, 1.881], [-1.192, 1.956, 0.825], [-2.563, -0.343, -1.230], [2.368, -0.036, -0.950], [1.569, 1.433, -0.424], [0.342, -1.407, -0.690]], "mulliken_charge": [-0.3234, -0.1746, -0.3760, 0.7931, -0.2103, -0.2491, -0.2161, 0.2519, 0.2141, 0.2902]}


Short version: P is the least stable of them.


P.
{"formula": "C49H49BaIN5S2Si", "method": "ωB97M-V/def2-TZVPD", "homo_energy_ev": -4.117, "e_lumo_ev": 1.96, "charge": -1, "orbital_gap_ev": 6.1, "symbols": ["Ba", "C", "Si", "C", "N", "C", "C", "C", "C", "C", "C", "C", "C", "C", "C", "C", "C", "C", "C", "C", "C", "C", "H", "H", "H", "H", "H", "H", "H", "H", "H", "H", "H", "H", "H", "H", "H", "H", "H", "H", "H", "H", "H", "H", "H", "H", "C", "N", "C", "C", "C", "C", "C", "N", "C", "C", "C", "C", "C", "C", "H", "H", "H", "H", "H", "H", "H", "H", "H", "H", "H", "C", "C", "N", "C", "C", "S", "C", "C", "S", "C", "N", "C", "H", "H", "H", "H", "H", "H", "H", "H", "I", "C", "C", "C", "C", "C", "C", "C", "C", "C", "C", "H", "H", "H", "H", "H", "H"], "coordinates": [[0.125, -0.517, 1.335], [-0.169, -1.393, -1.532], [-0.671, -0.026, -2.574], [0.190, 1.590, -2.020], [0.087, 1.914, -0.588], [-1.266, 2.355, -0.200], [-1.351, 3.839, 0.163], [-0.573, 4.662, -0.860], [0.916, 4.271, -0.835], [1.096, 2.896, -0.181], [-2.552, 0.221, -2.555], [-3.165, 1.344, -3.120], [-4.538, 1.533, -3.062], [-5.341, 0.588, -2.437], [-4.758, -0.537, -1.873], [-3.380, -0.711, -1.929], [-0.153, -0.038, -4.418], [1.167, -0.406, -4.698], [1.665, -0.437, -5.991], [0.838, -0.111, -7.059], [-0.482, 0.234, -6.813], [-0.966, 0.270, -5.510], [0.864, -1.731, -1.682], [-0.831, -2.261, -1.555], [-0.099, 2.440, -2.662], [1.248, 1.407, -2.237], [-1.626, 1.746, 0.635], [-1.945, 2.162, -1.029], [-0.951, 4.015, 1.167], [-2.401, 4.143, 0.180], [-0.701, 5.731, -0.671], [-0.995, 4.466, -1.851], [1.496, 4.997, -0.258], [1.327, 4.272, -1.846], [1.038, 3.001, 0.903], [2.085, 2.493, -0.405], [-2.552, 2.102, -3.600], [-4.984, 2.418, -3.501], [-6.414, 0.731, -2.387], [-5.373, -1.279, -1.379], [-2.934, -1.583, -1.465], [1.813, -0.706, -3.877], [2.694, -0.727, -6.170], [1.218, -0.137, -8.073], [-1.140, 0.475, -7.639], [-2.005, 0.532, -5.347], [3.981, 0.197, 1.415], [2.655, 0.592, 1.871], [2.592, 1.627, 2.629], [1.412, 2.179, 3.214], [1.385, 3.361, 3.967], [0.064, 3.524, 4.384], [-0.629, 2.426, 3.861], [0.162, 1.616, 3.140], [4.293, 0.816, 0.075], [5.121, 1.931, -0.006], [5.358, 2.558, -1.222], [4.771, 2.067, -2.379], [3.951, 0.949, -2.310], [3.711, 0.330, -1.092], [4.004, -0.892, 1.342], [4.749, 0.502, 2.138], [3.515, 2.160, 2.899], [2.232, 3.997, 4.181], [-0.344, 4.311, 5.000], [-1.666, 2.174, 4.034], [5.576, 2.319, 0.898], [5.999, 3.429, -1.264], [4.948, 2.552, -3.330], [3.486, 0.569, -3.212], [3.051, -0.530, -1.044], [-3.727, 2.501, 2.260], [-4.219, 1.120, 1.995], [-3.495, 0.065, 1.782], [-4.283, -1.046, 1.573], [-5.623, -0.816, 1.640], [-5.927, 0.826, 1.962], [-3.716, -2.368, 1.269], [-4.486, -3.483, 1.124], [-3.514, -4.814, 0.705], [-2.113, -3.801, 0.761], [-2.370, -2.563, 1.063], [-0.777, -4.394, 0.488], [-2.643, 2.527, 2.226], [-4.051, 2.842, 3.245], [-4.122, 3.194, 1.517], [-6.427, -1.515, 1.491], [-5.551, -3.574, 1.242], [-0.879, -5.353, -0.020], [-0.229, -4.539, 1.418], [-0.192, -3.716, -0.130], [-0.303, -2.094, 4.569], [1.034, -3.714, 4.398], [1.150, -4.593, 5.433], [2.057, -5.670, 5.321], [2.804, -5.826, 4.191], [2.687, -4.918, 3.108], [3.445, -5.078, 1.923], [3.291, -4.192, 0.893], [2.377, -3.120, 1.010], [1.601, -2.886, 2.129], [1.785, -3.817, 3.191], [0.557, -4.471, 6.329], [2.152, -6.369, 6.143], [3.500, -6.653, 4.104], [4.137, -5.911, 1.850], [3.869, -4.317, -0.018], [2.276, -2.472, 0.135]], "mulliken_charge": [1.1667, -1.2098, 0.5245, -0.4263, 1.7413, 1.5064, -0.6037, -0.9381, -0.7983, 1.2457, 0.3665, 0.2836, -0.8843, -0.8082, -0.4687, -0.3636, 0.5945, -0.5067, -0.6449, -0.4804, -0.6763, -0.4832, -0.0803, 0.2841, 0.1404, -0.0789, -1.1125, -0.7997, 0.1664, 0.4751, 0.5178, 0.1946, 0.5250, 0.2347, -0.4113, -1.1356, 0.3812, 0.4066, 0.3803, 0.5004, 0.0707, 0.3883, 0.4161, 0.3466, 0.3955, 0.3157, -1.7523, 0.6501, -0.4215, -0.3499, -0.8637, -1.1353, -0.6843, 0.4265, 0.6555, -0.4178, -0.6964, -0.7303, -0.1896, 0.2308, 0.2145, 0.4319, 0.2101, 0.4741, 0.4411, 0.7109, 0.3670, 0.3667, 0.3944, 0.4110, 0.2536, -0.6997, 0.8298, 0.1356, -0.0099, -0.5275, -0.3147, -0.3295, -0.5592, -0.3094, 0.2579, 0.6579, -0.6883, -0.4815, 0.5325, 0.3655, 0.3857, 0.4241, 0.5839, 0.1218, -0.1507, 0.1135, 0.0891, -0.5294, -0.4677, -0.9540, 1.0385, -1.0080, -1.1201, -0.3591, 0.7453, -0.4764, 0.3842, 0.3701, 0.3401, 0.3135, 0.4335, 0.2075]}


Q.
{"formula": "C49H49BaIN5S2Si", "method": "ωB97M-V/def2-TZVPD", "homo_energy_ev": -3.941, "e_lumo_ev": 1.85, "charge": -1, "orbital_gap_ev": 5.8, "symbols": ["Ba", "C", "Si", "C", "N", "C", "C", "C", "C", "C", "C", "C", "C", "C", "C", "C", "C", "C", "C", "C", "C", "C", "H", "H", "H", "H", "H", "H", "H", "H", "H", "H", "H", "H", "H", "H", "H", "H", "H", "H", "H", "H", "H", "H", "H", "H", "C", "N", "C", "C", "C", "C", "C", "N", "C", "C", "C", "C", "C", "C", "H", "H", "H", "H", "H", "H", "H", "H", "H", "H", "H", "C", "C", "N", "C", "C", "S", "C", "C", "S", "C", "N", "C", "H", "H", "H", "H", "H", "H", "H", "H", "I", "C", "C", "C", "C", "C", "C", "C", "C", "C", "C", "H", "H", "H", "H", "H", "H"], "coordinates": [[-0.474, -0.408, -0.366], [-1.490, 0.878, 2.113], [-0.333, 2.195, 2.482], [1.420, 1.520, 2.846], [2.065, 0.651, 1.854], [3.091, -0.189, 2.454], [4.343, 0.568, 2.913], [4.806, 1.547, 1.818], [4.092, 1.258, 0.502], [2.584, 1.405, 0.696], [-0.165, 3.393, 1.017], [-0.972, 3.231, -0.107], [-0.819, 4.028, -1.237], [0.147, 5.019, -1.257], [0.950, 5.217, -0.139], [0.790, 4.414, 0.980], [-0.508, 3.351, 4.010], [-0.318, 2.854, 5.303], [-0.469, 3.650, 6.430], [-0.830, 4.983, 6.294], [-1.041, 5.500, 5.025], [-0.879, 4.693, 3.906], [-2.499, 1.152, 1.795], [-1.584, 0.169, 2.937], [1.309, 0.941, 3.770], [2.066, 2.376, 3.118], [3.380, -0.959, 1.735], [2.641, -0.715, 3.298], [5.128, -0.157, 3.145], [4.137, 1.105, 3.841], [5.891, 1.511, 1.691], [4.567, 2.574, 2.111], [4.342, 0.260, 0.129], [4.417, 1.958, -0.271], [2.074, 1.133, -0.234], [2.375, 2.468, 0.843], [-1.741, 2.464, -0.101], [-1.452, 3.860, -2.100], [0.281, 5.633, -2.139], [1.707, 5.993, -0.144], [1.428, 4.580, 1.843], [-0.057, 1.810, 5.448], [-0.308, 3.227, 7.415], [-0.952, 5.610, 7.169], [-1.332, 6.537, 4.902], [-1.046, 5.125, 2.925], [-1.898, -2.711, -3.141], [-1.009, -1.618, -2.780], [-0.746, -0.764, -3.699], [0.169, 0.339, -3.592], [0.498, 1.179, -4.658], [1.464, 2.062, -4.163], [1.652, 1.701, -2.830], [0.890, 0.650, -2.462], [-1.091, -3.984, -3.222], [-0.989, -4.717, -4.395], [-0.178, -5.845, -4.461], [0.548, -6.246, -3.352], [0.453, -5.518, -2.170], [-0.362, -4.402, -2.107], [-2.414, -2.516, -4.090], [-2.665, -2.805, -2.365], [-1.231, -0.862, -4.680], [0.075, 1.134, -5.651], [1.954, 2.871, -4.683], [2.311, 2.182, -2.118], [-1.538, -4.397, -5.273], [-0.107, -6.403, -5.387], [1.185, -7.120, -3.405], [1.022, -5.817, -1.298], [-0.414, -3.828, -1.190], [-0.452, -2.394, 3.352], [0.820, -2.852, 2.742], [1.105, -2.717, 1.472], [2.329, -3.278, 1.197], [2.982, -3.825, 2.261], [2.027, -3.648, 3.661], [2.844, -3.262, -0.174], [3.922, -3.986, -0.594], [4.162, -3.718, -2.259], [2.814, -2.659, -2.289], [2.217, -2.506, -1.138], [2.399, -2.018, -3.566], [-0.860, -1.592, 2.741], [-0.306, -2.006, 4.361], [-1.177, -3.209, 3.403], [3.958, -4.279, 2.278], [4.530, -4.655, -0.010], [3.037, -2.345, -4.387], [2.441, -0.934, -3.473], [1.370, -2.300, -3.782], [-3.107, -2.541, 0.840], [-4.749, -1.562, 0.006], [-5.999, -2.035, 0.282], [-7.119, -1.395, -0.291], [-6.940, -0.326, -1.118], [-5.642, 0.166, -1.409], [-5.465, 1.268, -2.279], [-4.202, 1.708, -2.550], [-3.085, 1.074, -1.957], [-3.153, 0.008, -1.081], [-4.490, -0.444, -0.835], [-6.133, -2.891, 0.930], [-8.114, -1.762, -0.070], [-7.793, 0.168, -1.570], [-6.339, 1.737, -2.718], [-4.056, 2.547, -3.223], [-2.116, 1.489, -2.246]], "mulliken_charge": [-0.1299, -0.8682, -0.5689, -1.0273, 1.5069, -0.1848, -0.9208, -0.7933, -0.7621, 0.7988, 0.3742, -0.3709, -0.4284, -0.6624, -0.7435, 0.0396, 0.6590, -0.2347, -0.6326, -0.4247, -0.6953, -0.1696, 0.0555, 0.3216, 0.5599, 0.1449, -0.2478, 0.4727, 0.4859, 0.2928, 0.4725, 0.2290, 0.2454, 0.5662, -1.2462, -0.2593, 0.3832, 0.4374, 0.3673, 0.3948, 0.4643, 0.2194, 0.3847, 0.3502, 0.3874, 0.2773, -1.2236, 1.2754, -1.2539, 0.2951, -1.0374, -1.2313, -0.3494, 1.6511, 0.2903, -0.4736, -0.6414, -0.5809, -0.5062, 0.3758, 0.4512, 0.0360, 0.0815, 0.5209, 0.4427, 0.1517, 0.3651, 0.3789, 0.3872, 0.4170, 0.2041, -0.2543, 0.3079, 0.4943, -0.3386, -0.7545, -0.2876, -0.1636, -0.4719, -0.2904, 0.1537, 0.8591, -0.6088, -0.6329, 0.4603, 0.4105, 0.4470, 0.4446, 0.6194, -0.0331, -0.2426, 0.1635, 0.3387, -0.6560, -0.5674, -0.8253, 1.1752, -1.1518, -1.3416, 0.0040, 0.9719, -0.8460, 0.3739, 0.3641, 0.3462, 0.2915, 0.4567, 0.2379]}


Short version: Q is the least stable of them.


P.
{"formula": "C15H25NO3", "method": "ωB97M-V/def2-TZVPD", "homo_energy_ev": -8.121, "e_lumo_ev": 0.84, "smiles": "CCOc1cccc(OCCCNCCCOC)c1", "orbital_gap_ev": 9.0, "symbols": ["C", "C", "O", "C", "C", "C", "C", "C", "C", "H", "O", "C", "C", "C", "N", "H", "C", "C", "C", "O", "C", "H", "H", "H", "H", "H", "H", "H", "H", "H", "H", "H", "H", "H", "H", "H", "H", "H", "H", "H", "H", "H", "H", "H"], "coordinates": [[-3.783, -3.334, -0.437], [-4.170, -2.543, 0.810], [-3.319, -1.439, 1.041], [-3.451, -0.311, 0.285], [-4.446, -0.072, -0.652], [-4.461, 1.140, -1.327], [-3.507, 2.102, -1.090], [-2.500, 1.868, -0.148], [-2.480, 0.662, 0.533], [-1.735, 0.425, 1.274], [-1.615, 2.887, 0.027], [-0.512, 2.717, 0.892], [0.598, 1.867, 0.274], [1.789, 1.721, 1.235], [2.837, 0.829, 0.795], [2.450, -0.087, 0.585], [3.603, 1.284, -0.349], [4.732, 0.299, -0.651], [4.230, -1.004, -1.285], [3.361, -1.771, -0.482], [3.984, -2.422, 0.599], [4.321, -1.714, 1.363], [3.234, -3.083, 1.030], [4.840, -3.018, 0.258], [3.647, -0.771, -2.181], [5.096, -1.617, -1.581], [5.266, 0.083, 0.275], [5.433, 0.757, -1.351], [2.995, 1.414, -1.260], [4.032, 2.259, -0.090], [2.236, 2.703, 1.416], [1.424, 1.337, 2.193], [0.918, 2.341, -0.656], [0.210, 0.876, 0.028], [-0.832, 2.296, 1.853], [-0.144, 3.732, 1.069], [-3.514, 3.045, -1.613], [-5.237, 1.326, -2.055], [-5.210, -0.801, -0.866], [-5.218, -2.222, 0.760], [-4.046, -3.169, 1.699], [-3.870, -2.717, -1.328], [-2.754, -3.672, -0.353], [-4.433, -4.199, -0.539]], "mulliken_charge": [-1.0305, -0.4278, -0.4215, 0.1451, -0.6069, -0.7100, -0.7871, 0.5702, 0.1435, 0.5128, -0.4143, -0.8913, 0.0434, -1.1090, -0.1475, 0.2389, -0.4452, -0.7388, -0.5933, -0.3525, -0.7390, 0.3108, 0.2311, 0.3286, 0.3363, 0.3404, 0.2640, 0.4236, 0.2648, 0.3505, 0.3629, 0.3838, 0.2149, 0.3802, 0.4033, 0.3674, 0.4360, 0.3590, 0.3381, 0.3459, 0.3276, 0.3363, 0.2910, 0.3642]}


Q.
{"formula": "C15H25NO3", "method": "ωB97M-V/def2-TZVPD", "homo_energy_ev": -8.549, "e_lumo_ev": 0.85, "smiles": "CCN(CC)CC#C[C@H](C)OCOCC#CCOC", "orbital_gap_ev": 9.4, "symbols": ["C", "H", "H", "H", "C", "N", "C", "C", "H", "H", "H", "H", "H", "C", "C", "C", "C", "C", "H", "H", "H", "O", "C", "O", "C", "C", "C", "C", "H", "O", "C", "H", "H", "H", "H", "H", "H", "H", "H", "H", "H", "H", "H", "H"], "coordinates": [[3.171, -1.650, -0.422], [3.326, -2.537, -1.031], [3.012, -0.802, -1.081], [4.067, -1.467, 0.166], [1.977, -1.868, 0.504], [0.793, -2.254, -0.247], [-0.110, -3.121, 0.492], [0.383, -4.565, 0.478], [1.327, -4.667, 1.006], [-0.349, -5.212, 0.955], [0.529, -4.892, -0.548], [-0.250, -2.781, 1.532], [-1.087, -3.084, 0.003], [0.123, -1.113, -0.849], [-0.558, -0.259, 0.117], [-1.074, 0.343, 1.019], [-1.790, 1.138, 2.013], [-2.594, 0.229, 2.941], [-3.122, 0.832, 3.674], [-1.928, -0.464, 3.449], [-3.320, -0.332, 2.359], [-2.717, 2.040, 1.411], [-2.172, 3.080, 0.646], [-2.818, 3.216, -0.574], [-2.599, 2.145, -1.485], [-1.232, 2.102, -1.978], [-0.095, 2.151, -2.359], [1.307, 2.130, -2.754], [1.418, 1.579, -3.693], [2.143, 1.467, -1.824], [2.213, 2.107, -0.573], [2.925, 1.540, 0.023], [1.238, 2.109, -0.073], [2.564, 3.141, -0.678], [1.652, 3.167, -2.902], [-3.290, 2.329, -2.313], [-2.842, 1.185, -1.009], [-2.340, 4.038, 1.160], [-1.087, 2.924, 0.502], [-1.056, 1.717, 2.604], [-0.611, -1.483, -1.573], [0.864, -0.520, -1.389], [2.219, -2.676, 1.197], [1.793, -0.960, 1.103]], "mulliken_charge": [-1.2755, 0.3571, 0.1767, 0.3871, -0.2807, 0.3249, -0.4216, -1.3156, 0.3177, 0.4342, 0.3197, 0.2299, 0.3981, -1.2806, 0.6313, -0.1552, 0.4109, -1.5822, 0.4066, 0.3840, 0.3604, -0.4111, -0.1718, -0.4323, -0.4503, 0.0234, 0.3150, -0.6419, 0.2161, -0.2822, -0.5449, 0.2394, 0.0618, 0.3526, 0.3813, 0.3531, 0.2577, 0.2543, 0.1478, 0.2767, 0.4319, 0.2000, 0.4557, 0.1406]}


Short version: Q is the least stable of them.